This record from OMol25 describes C4H6ClN in the gas phase at a distorted geometry. The level of theory is ωB97M-V with the def2-TZVPD basis set.

Calculated values
2S+1: 1
Gap between HOMO and LUMO (eV): 9.8297
Highest occupied orbital energy (eV): -8.855
F_max (Eh/bohr): 0.0593
SMILES: ClC1=CCNC1

```
12
C4H6ClN ωB97M-V with the def2-TZVPD basis set
C 1.13498 0.18083 -0.03807
C 0.30365 1.19728 0.00067
C -1.13848 0.63801 -0.00877
C 0.47618 -1.04802 0.24362
H 0.45624 2.24847 0.13361
H -1.83081 0.72235 -0.89955
H -1.88839 1.00037 0.87009
H -1.12064 -1.11276 -1.19632
H 1.04910 -1.86800 -0.14951
H 0.65123 -1.15607 1.33978
N -0.85532 -0.86486 -0.18412
Cl 2.76225 0.06238 -0.11143
```